# 1
Density functional theory data (wB97M-V/def2-TZVPD) for a structure of composition AsF6H16O8.

charge: 0
HOMO-LUMO gap (alpha / beta): 0.358 / 0.098 Ha
M: 333.0 g mol⁻¹
energy above the lowest of the compared OMol25 structures with the same formula, charge and spin: 0.0 kJ/mol
HOMO (alpha / beta): -10.8 / -10.8 eV
spin multiplicity: 2
⟨S²⟩: 0.753

Each line ends with the Löwdin spin population.
Positions of all 31 atoms, in Å:
As 0.31 0.82 0.13  0.000
F 0.93 0.89 -1.54  0.003
F -0.61 2.36 0.06  0.000
F -0.39 0.60 1.71  0.000
F 1.17 -0.76 0.34  0.000
F 1.76 1.54 0.85  0.000
F -1.13 -0.07 -0.50  0.000
O -2.53 -0.11 3.29  0.000
H -2.03 0.24 4.03  0.000
H -1.92 -0.06 2.55  0.000
O 0.04 3.15 -3.00  0.000
H 0.01 2.58 -3.76  0.000
H 0.43 2.60 -2.31  0.000
O 3.26 -0.87 -1.94  0.040
H 2.42 -0.47 -1.73  -0.001
H 3.42 -1.48 -1.22  0.000
O 1.95 -0.24 3.35  0.000
H 1.61 0.15 2.54  0.000
H 1.76 0.41 4.03  0.000
O -1.43 -3.05 -1.08  0.013
H -0.68 -3.42 -0.61  0.001
H -2.03 -2.77 -0.39  0.000
O -2.70 3.99 0.66  0.000
H -1.84 3.60 0.55  0.000
H -3.15 3.40 1.27  0.000
O 1.10 -3.40 -0.16  0.001
H 1.17 -2.45 -0.12  0.000
H 1.69 -3.71 0.53  0.000
O -0.85 -1.20 -2.90  0.909
H -0.91 -1.89 -2.23  0.018
H -0.79 -0.39 -2.41  0.016


# 2
Density functional theory data (wB97M-V/def2-TZVPD) for a structure of composition AsF6H26O13.

charge: -1
HOMO-LUMO gap: 0.355 Ha
M: 423.1 g mol⁻¹
energy above the lowest of the compared OMol25 structures with the same formula, charge and spin: 162.5 kJ/mol
HOMO: -7.8 eV

Each line ends with the Mulliken charge.
Positions of all 46 atoms, in Å:
As -0.59 -0.61 0.06  2.152
F -0.46 -2.40 0.32  -0.553
F -2.20 -0.73 0.84  -0.514
F -0.78 1.19 -0.18  -0.423
F 1.00 -0.62 -0.74  -0.340
F -1.35 -0.88 -1.54  -0.470
F 0.13 -0.34 1.72  -0.463
O 2.89 1.63 1.22  -0.600
H 2.13 1.06 1.31  0.280
H 3.41 1.47 2.00  0.277
O -0.31 2.30 -3.18  -0.614
H -0.57 1.90 -4.01  0.276
H -1.08 2.21 -2.62  0.283
O 3.08 0.11 -2.29  -0.620
H 2.61 0.41 -1.51  0.293
H 3.45 -0.74 -2.04  0.346
O -2.46 2.76 1.63  -0.635
H -2.35 2.87 2.57  0.258
H -1.72 2.21 1.37  0.379
O -4.38 -1.16 -1.68  -0.648
H -3.44 -1.30 -1.58  0.304
H -4.54 -1.23 -2.62  0.290
O 0.85 -1.12 -3.97  -0.653
H 0.84 -1.07 -3.01  0.295
H 0.50 -0.28 -4.26  0.299
O -2.58 2.93 -1.43  -0.582
H -2.72 2.63 -0.53  0.256
H -2.97 3.80 -1.46  0.274
O 0.08 2.38 2.40  -0.544
H -0.25 2.77 3.21  0.205
H 0.17 1.45 2.61  0.321
O -1.38 -3.73 2.64  -0.599
H -0.71 -3.47 3.27  0.290
H -0.91 -3.83 1.81  0.314
O 0.07 4.03 -0.12  -0.695
H -0.28 3.56 -0.88  0.369
H 0.23 3.35 0.54  0.324
O 1.26 -1.12 4.31  -0.678
H 1.34 -1.93 3.81  0.288
H 0.94 -0.48 3.68  0.377
O 3.31 -1.88 -0.08  -0.644
H 2.47 -1.52 -0.37  0.265
H 3.25 -2.81 -0.26  0.336
O 1.68 -4.73 -0.22  -0.687
H 0.90 -5.20 -0.52  0.310
H 1.44 -3.81 -0.27  0.299


# 3
Density functional theory data (wB97M-V/def2-TZVPD) for a structure of composition AsF6H30O15.

charge: -1
HOMO-LUMO gap: 0.344 Ha
M: 459.1 g mol⁻¹
energy above the lowest of the compared OMol25 structures with the same formula, charge and spin: 205.6 kJ/mol
HOMO: -7.8 eV

Each line ends with the Mulliken charge.
Positions of all 52 atoms, in Å:
As -0.34 0.14 0.06  2.244
F 1.08 1.21 0.28  -0.376
F 0.48 -1.10 1.15  -0.456
F -1.69 -1.05 -0.17  -0.452
F -1.25 1.31 -0.98  -0.406
F 0.41 -0.48 -1.48  -0.467
F -1.04 0.91 1.56  -0.612
O -2.08 4.13 0.39  -0.713
H -1.56 3.76 1.11  0.407
H -1.58 3.92 -0.40  0.333
O 3.52 -1.56 1.95  -0.693
H 2.72 -2.03 2.19  0.335
H 3.26 -0.63 1.95  0.349
O -2.08 -3.29 1.74  -0.713
H -2.77 -2.74 2.10  0.297
H -1.88 -2.91 0.88  0.348
O 2.02 1.99 -2.60  -0.684
H 1.15 1.65 -2.37  0.301
H 1.85 2.84 -3.00  0.325
O -4.25 -3.19 -1.13  -0.638
H -3.30 -3.28 -1.25  0.378
H -4.59 -3.07 -2.02  0.314
O 2.14 -2.58 -2.90  -0.679
H 2.71 -1.81 -2.89  0.307
H 1.27 -2.24 -2.68  0.325
O 0.63 -3.76 2.43  -0.578
H 1.02 -4.38 1.82  0.290
H -0.30 -3.76 2.20  0.316
O -0.58 -1.99 -3.30  -0.652
H -0.77 -1.33 -2.64  0.322
H -0.94 -1.64 -4.11  0.255
O 3.16 1.08 2.81  -0.654
H 2.48 1.64 2.44  0.274
H 2.95 1.03 3.75  0.312
O -0.60 -0.60 4.04  -0.660
H -0.27 -0.36 3.17  0.302
H -1.20 0.11 4.28  0.304
O -1.68 -3.74 -0.88  -0.630
H -0.85 -3.27 -1.01  0.290
H -1.41 -4.63 -0.67  0.241
O 0.68 4.42 -0.17  -0.691
H 0.41 4.05 0.68  0.367
H 1.01 3.66 -0.65  0.310
O -0.33 3.25 2.14  -0.765
H -0.88 2.48 1.99  0.369
H 0.08 3.08 2.99  0.286
O 3.92 2.92 -0.94  -0.633
H 3.85 3.88 -0.96  0.305
H 3.06 2.62 -1.24  0.352
O -2.28 1.67 -3.49  -0.657
H -2.22 1.57 -2.54  0.347
H -3.12 2.11 -3.63  0.304


Question: Which value of charge does entry 3 give?
Answer: -1


Question: What is the formula in the second record?
Answer: AsF6H26O13